Record 1
One molecule with the formula C16H19NO3S2 at a distorted geometry. Source: OMol25; level of theory: ωB97M-V with the def2-TZVPD basis set.

Geometry as XYZ:
```
41
C16H19NO3S2 ωB97M-V with the def2-TZVPD basis set
C 4.768 1.998 -1.225
C 4.486 0.774 -0.474
O 3.457 0.932 0.421
C 2.071 1.242 0.354
C 1.426 1.031 -0.772
C 0.137 1.416 -1.199
C -0.641 1.827 -0.085
S -2.340 2.056 -0.111
O -2.716 2.075 -1.658
O -2.917 2.898 0.919
N -2.885 0.311 0.427
C -2.300 -0.531 -0.457
C -2.848 -1.931 0.313
S -1.775 -3.198 -0.411
C -0.199 -2.759 0.190
C 0.913 -3.028 -1.049
C 2.298 -2.842 -0.487
C 2.488 -2.319 0.669
C 1.468 -1.584 1.457
C 0.049 -2.122 1.284
C 0.042 1.931 1.240
C 1.295 1.949 1.413
H 3.831 2.464 -1.793
H 5.035 2.892 -0.577
H 5.529 1.630 -1.898
H 4.082 0.074 -1.124
H 5.270 0.367 0.022
H 2.075 0.855 -1.534
H -0.306 1.290 -2.202
H -2.804 0.335 1.450
H -2.827 -0.587 -1.402
H -1.263 -0.394 -0.407
H -2.791 -1.981 1.192
H -3.954 -2.152 0.074
H 0.677 -3.893 -1.722
H 3.056 -3.135 -1.100
H 3.460 -1.898 0.806
H 1.640 -1.071 2.338
H -0.634 -1.831 1.909
H -0.583 2.127 1.963
H 1.742 1.983 2.241
```

spin multiplicity = 1
structure (SMILES) = CCOc1ccc(S(=O)(=O)NCCSc2ccccc2)cc1
electronic energy = -1697.5115 hartree
largest force on an atom = 14.83 eV/A
relative energy (zero: lowest compared OMol25 entry of this formula, charge and spin) = 289.8 kcal/mol
lowest unoccupied orbital energy = -0.4 eV
frontier orbital gap = 7.6 eV

Record 2
C20H17F3InO6 as an isolated structure at a distorted geometry. Source: OMol25; level of theory: ωB97M-V with the def2-TZVPD basis set.

Geometry as XYZ:
```
47
C20H17F3InO6 ωB97M-V with the def2-TZVPD basis set
In -24.084 -4.209 17.367
O -20.227 -4.532 13.996
C -20.728 -4.065 15.116
O -21.896 -4.331 15.374
O -20.078 -3.541 16.028
H -21.121 -4.815 13.786
O -21.330 -4.936 21.614
C -21.365 -4.661 20.377
O -22.508 -4.639 19.860
O -20.369 -4.315 19.732
H -22.283 -5.043 21.664
F -22.544 -6.646 17.235
C -21.969 -7.921 17.363
C -21.199 -8.501 16.368
C -20.795 -9.851 16.557
C -21.115 -10.537 17.677
C -21.725 -9.863 18.675
C -22.232 -8.562 18.577
H -21.037 -7.866 15.509
H -20.203 -10.410 15.847
H -20.807 -11.571 17.710
H -21.903 -10.415 19.586
H -22.800 -8.081 19.360
F -24.596 -3.552 14.529
C -25.155 -2.868 13.487
C -24.815 -1.521 13.308
C -25.309 -0.848 12.189
C -25.972 -1.538 11.215
C -26.359 -2.892 11.436
C -25.868 -3.548 12.509
H -24.119 -1.092 14.013
H -25.099 0.207 12.280
H -26.296 -1.192 10.245
H -26.972 -3.410 10.713
H -25.945 -4.616 12.645
F -25.417 -2.565 19.273
C -25.918 -2.240 20.479
C -26.707 -1.089 20.547
C -27.048 -0.618 21.863
C -26.642 -1.290 22.980
C -26.006 -2.503 22.843
C -25.642 -2.973 21.613
H -26.896 -0.572 19.618
H -27.557 0.331 21.943
H -26.848 -0.869 23.954
H -25.940 -3.202 23.663
H -25.368 -4.015 21.534
```

spin multiplicity = 2
electronic energy = -1713.3492 hartree
largest force on an atom = 6.59 eV/A
relative energy (zero: lowest compared OMol25 entry of this formula, charge and spin) = 18.8 kcal/mol
lowest unoccupied orbital energy (spin up / spin down) = -0.4 / -3.6 eV
frontier orbital gap (spin up / spin down) = 7.2 / 3.5 eV

Record 3
One molecule with the formula C4H7NO. Source: OMol25; level of theory: ωB97M-V with the def2-TZVPD basis set.

Geometry as XYZ:
```
13
C4H7NO ωB97M-V with the def2-TZVPD basis set
C 1.708 -0.399 -0.283
N 0.399 -0.251 0.260
C -0.914 -0.781 -0.148
C -1.485 0.616 0.189
C -0.069 0.999 0.561
O 0.526 1.969 0.964
H 2.218 0.571 -0.182
H 2.213 -1.153 0.294
H 1.683 -0.678 -1.343
H -1.299 -1.584 0.487
H -0.985 -1.119 -1.190
H -2.114 0.665 1.066
H -1.881 1.145 -0.675
```

spin multiplicity = 1
structure (SMILES) = CN1CCC1=O
electronic energy = -286.5875 hartree
largest force on an atom = 0.81 eV/A
relative energy (zero: lowest compared OMol25 entry of this formula, charge and spin) = 27.7 kcal/mol
lowest unoccupied orbital energy = 0.9 eV
frontier orbital gap = 10.3 eV

Record 4
A 3-piece molecular cluster, C7H14N2 overall at a distorted geometry. Source: OMol25; level of theory: ωB97M-V with the def2-TZVPD basis set.

Geometry as XYZ:
```
23
C7H14N2 ωB97M-V with the def2-TZVPD basis set
C -1.983 0.559 0.542
C 0.221 -0.428 1.310
C -0.730 -0.199 0.187
N 0.538 0.684 2.082
C -0.910 -1.339 -0.732
N 0.658 -1.609 1.532
H 1.306 0.580 2.727
H 0.383 1.601 1.698
H 1.347 -1.636 2.283
H -2.646 -0.085 1.127
H -1.795 1.451 1.138
H -2.522 0.856 -0.360
H -0.886 -2.294 -0.210
H -1.816 -1.253 -1.331
C 0.144 1.309 -1.054
C 2.006 0.100 -1.095
C 1.958 -0.892 -1.812
H 2.525 0.716 -0.392
H 0.865 1.792 -1.707
H -0.664 1.127 -1.756
H -0.109 2.073 -0.322
H -0.034 -1.377 -1.428
H 2.144 -1.736 -2.429
```

spin multiplicity = 1
electronic energy = -384.4154 hartree
largest force on an atom = 2.89 eV/A
relative energy (zero: lowest compared OMol25 entry of this formula, charge and spin) = 135.8 kcal/mol
lowest unoccupied orbital energy = 0.6 eV
frontier orbital gap = 8.6 eV

Record 5
C52H60CoN2O4SSb as an isolated structure. Source: OMol25; level of theory: ωB97M-V with the def2-TZVPD basis set.

Geometry as XYZ:
```
121
C52H60CoN2O4SSb ωB97M-V with the def2-TZVPD basis set
Co -0.259 2.695 -0.367
C 3.232 5.298 -0.417
C 3.432 3.790 -0.207
C 4.818 3.517 0.391
C 3.244 3.056 -1.528
C 4.094 3.391 -2.574
C 3.935 2.852 -3.833
C 2.876 1.996 -4.072
C 2.000 1.606 -3.065
C 0.918 0.622 -3.501
C -0.496 0.978 -3.039
C 1.257 -0.833 -3.149
C 2.219 2.112 -1.768
N 1.420 1.691 -0.654
C 2.080 1.234 0.350
C 1.597 0.937 1.680
C 2.521 0.371 2.561
C 2.216 0.112 3.884
C 0.933 0.389 4.358
C 0.002 0.969 3.535
C 0.308 1.306 2.191
N -0.597 1.936 1.422
C -1.692 2.592 2.045
C -1.491 3.660 2.957
C -2.616 4.247 3.515
C -3.892 3.815 3.201
C -4.071 2.782 2.300
C -2.985 2.158 1.711
C -3.199 1.000 0.754
C -3.872 -0.170 1.478
C -4.006 1.447 -0.468
C -0.128 4.217 3.339
C 0.136 4.048 4.841
C -0.017 5.701 2.967
H 3.434 5.831 0.514
H 2.204 5.498 -0.712
H 3.905 5.679 -1.185
H 2.676 3.470 0.510
H 5.599 3.925 -0.252
H 5.007 2.447 0.509
H 4.903 3.992 1.369
H 4.893 4.099 -2.399
H 4.620 3.114 -4.628
H 2.729 1.598 -5.068
H 0.919 0.678 -4.592
H -0.647 0.721 -1.986
H -1.229 0.409 -3.613
H -0.707 2.039 -3.175
H 1.203 -1.044 -2.082
H 2.261 -1.085 -3.496
H 0.543 -1.497 -3.642
H 3.147 1.062 0.199
H 3.512 0.143 2.187
H 2.963 -0.310 4.541
H 0.666 0.152 5.380
H -0.999 1.170 3.892
H -2.495 5.065 4.213
H -4.752 4.290 3.654
H -5.074 2.455 2.058
H -2.215 0.663 0.408
H -4.854 0.124 1.852
H -3.269 -0.509 2.323
H -4.010 -1.016 0.800
H -4.979 1.841 -0.170
H -4.169 0.608 -1.149
H -3.468 2.231 -1.002
H 0.649 3.683 2.792
H -0.549 4.666 5.422
H 1.155 4.361 5.078
H 0.018 3.012 5.157
H -0.735 6.295 3.535
H -0.214 5.844 1.911
H 0.989 6.063 3.191
O -2.036 5.516 0.071
S -1.178 4.953 -0.938
O -1.003 5.714 -2.142
O -1.669 3.517 -1.279
O 0.194 4.593 -0.331
C 3.186 -3.112 -0.824
C 2.606 -4.479 -0.580
C 3.475 -5.569 -0.528
C 3.004 -6.859 -0.352
C 1.641 -7.081 -0.223
C 0.767 -6.008 -0.272
C 1.233 -4.707 -0.450
Sb -0.209 -3.076 -0.390
C -1.497 -4.210 0.951
C -0.974 -4.196 2.240
C -1.645 -4.778 3.303
C -2.877 -5.371 3.079
C -3.395 -5.409 1.796
C -2.718 -4.850 0.711
C -3.328 -4.972 -0.659
C -1.223 -3.106 -2.325
C -2.324 -2.247 -2.311
C -3.111 -2.054 -3.431
C -2.797 -2.733 -4.601
C -1.685 -3.554 -4.634
C -0.863 -3.736 -3.517
C 0.380 -4.566 -3.706
H 4.182 -3.037 -0.385
H 2.556 -2.332 -0.402
H 3.283 -2.921 -1.896
H 4.541 -5.395 -0.632
H 3.699 -7.688 -0.317
H 1.261 -8.085 -0.082
H -0.297 -6.185 -0.169
H -0.014 -3.725 2.420
H -1.204 -4.768 4.293
H -3.426 -5.812 3.902
H -4.355 -5.880 1.620
H -3.998 -5.830 -0.702
H -2.563 -5.084 -1.423
H -3.908 -4.081 -0.910
H -2.566 -1.712 -1.396
H -3.956 -1.378 -3.396
H -3.404 -2.607 -5.488
H -1.423 -4.068 -5.552
H 0.133 -5.532 -4.148
H 0.911 -4.735 -2.777
H 1.053 -4.057 -4.400
```

spin multiplicity = 5
electronic energy = -4449.1753 hartree
largest force on an atom = 0.86 eV/A
lowest unoccupied orbital energy (spin up / spin down) = -0.9 / -3.1 eV
frontier orbital gap (spin up / spin down) = 7.6 / 5.4 eV

Record 6
One molecule with the formula C2H7N3O at a distorted geometry. Source: OMol25; level of theory: ωB97M-V with the def2-TZVPD basis set.

Geometry as XYZ:
```
13
C2H7N3O ωB97M-V with the def2-TZVPD basis set
H -0.560 -1.735 0.201
N -1.157 -0.992 -0.200
C -0.526 0.131 -0.126
N 0.791 0.397 0.173
C 1.692 -0.667 0.650
N -1.191 1.319 -0.524
O -2.526 1.127 -0.914
H 0.906 1.273 0.731
H 1.714 -1.487 -0.074
H 2.713 -0.214 0.701
H 1.416 -1.064 1.649
H -0.694 1.781 -1.282
H -2.578 0.130 -0.984
```

spin multiplicity = 1
structure (SMILES) = [H]/N=C(\NC)NO
electronic energy = -319.8546 hartree
largest force on an atom = 1.70 eV/A
relative energy (zero: lowest compared OMol25 entry of this formula, charge and spin) = 59.7 kcal/mol
lowest unoccupied orbital energy = 0.7 eV
frontier orbital gap = 9.9 eV

Record 7
A 2-piece molecular cluster, C2H8N6 overall. Source: OMol25; level of theory: ωB97M-V with the def2-TZVPD basis set.

Geometry as XYZ:
```
16
C2H8N6 ωB97M-V with the def2-TZVPD basis set
C -1.559 0.022 1.280
N -0.606 -0.895 0.682
N -0.696 -0.799 -0.765
C 0.403 0.028 -1.173
N 0.104 1.342 -1.206
N 0.953 -0.309 1.743
N 2.004 -0.123 1.284
N 1.628 -0.374 -1.325
H -0.556 -1.737 -1.124
H -0.859 1.627 -1.206
H 0.821 2.006 -1.446
H 2.139 -0.156 0.185
H 1.675 -1.388 -1.288
H -1.479 -0.073 2.363
H -1.399 1.082 1.024
H -2.572 -0.252 0.971
```

spin multiplicity = 1
electronic energy = -409.3999 hartree
largest force on an atom = 0.57 eV/A
relative energy (zero: lowest compared OMol25 entry of this formula, charge and spin) = 85.8 kcal/mol
lowest unoccupied orbital energy (spin up / spin down) = 0.8 / 0.8 eV
frontier orbital gap (spin up / spin down) = 8.7 / 8.7 eV

Record 8
C5H9NaO6 as an isolated structure at a distorted geometry. Source: OMol25; level of theory: ωB97M-V with the def2-TZVPD basis set.

Geometry as XYZ:
```
21
C5H9NaO6 ωB97M-V with the def2-TZVPD basis set
H -1.685 0.365 -2.600
C -0.790 0.339 -1.934
C -0.665 -0.985 -1.200
O -0.794 -2.034 -2.144
C -0.965 -3.247 -1.641
O -0.667 -3.598 -0.526
O -1.517 -4.015 -2.567
Na -1.779 1.816 1.191
O -0.887 1.386 -1.072
H 0.046 0.523 -2.640
H -1.456 -1.078 -0.440
H 0.317 -1.042 -0.711
H -1.392 -4.944 -2.333
C 1.524 2.599 2.275
C 1.816 1.345 3.106
O 2.908 1.126 3.557
O 0.557 2.386 1.292
H 2.467 2.973 1.849
H 0.965 0.642 3.252
H 1.131 3.342 2.989
H 0.864 2.102 0.295
```

spin multiplicity = 2
electronic energy = -809.3725 hartree
largest force on an atom = 4.50 eV/A
charge = +1
lowest unoccupied orbital energy (spin up / spin down) = -4.4 / -6.8 eV
frontier orbital gap (spin up / spin down) = 8.7 / 6.3 eV

Record 9
One molecule with the formula C6H4O. Source: OMol25; level of theory: ωB97M-V with the def2-TZVPD basis set.

Geometry as XYZ:
```
11
C6H4O ωB97M-V with the def2-TZVPD basis set
C -0.571 -0.926 3.208
C 0.156 -0.713 2.271
C 1.079 -0.473 1.166
O 2.274 -0.644 1.290
C 0.481 -0.023 -0.079
C 0.042 0.349 -1.140
C -0.468 0.798 -2.432
H -1.207 -1.119 4.044
H -0.207 0.077 -3.213
H -0.023 1.762 -2.701
H -1.556 0.912 -2.414
```

spin multiplicity = 1
structure (SMILES) = C#CC(=O)C#CC
electronic energy = -306.1276 hartree
largest force on an atom = 0.61 eV/A
relative energy (zero: lowest compared OMol25 entry of this formula, charge and spin) = 52.7 kcal/mol
lowest unoccupied orbital energy = -0.3 eV
frontier orbital gap = 9.9 eV

Record 10
C23H23BiBrN7OPS2SbSe4 as an isolated structure at a distorted geometry. Source: OMol25; level of theory: ωB97M-V with the def2-TZVPD basis set.

Geometry as XYZ:
```
64
C23H23BiBrN7OPS2SbSe4 ωB97M-V with the def2-TZVPD basis set
Bi -0.662 -0.053 -0.268
C 4.068 -1.642 3.005
N 3.146 -1.997 1.972
C 2.551 -3.207 1.839
C 1.658 -3.089 0.811
N 1.677 -1.827 0.329
C 2.572 -1.184 1.050
P 3.024 0.557 0.902
C 1.661 1.261 1.876
N 0.413 1.407 1.455
C -0.251 2.049 2.444
C 0.603 2.296 3.478
N 1.812 1.815 3.098
C 2.971 1.715 3.930
C 2.371 0.884 -0.758
N 2.276 0.003 -1.730
C 1.822 0.681 -2.809
C 1.670 2.005 -2.498
N 2.050 2.134 -1.195
C 2.065 3.349 -0.435
H 4.881 -2.372 3.052
H 4.466 -0.648 2.795
H 3.527 -1.624 3.959
H 2.775 -4.016 2.502
H 1.017 -3.829 0.378
H -1.284 2.316 2.345
H 0.406 2.704 4.447
H 3.074 2.618 4.529
H 2.855 0.848 4.590
H 3.856 1.583 3.304
H 1.625 0.175 -3.735
H 1.332 2.851 -3.064
H 2.178 4.196 -1.114
H 1.131 3.468 0.119
H 2.904 3.321 0.267
O -4.696 -3.575 -2.121
C -3.412 -3.654 -1.726
C -3.067 -3.803 -0.383
C -1.733 -3.895 -0.049
N -0.763 -3.896 -0.956
C -1.108 -3.753 -2.211
Br 0.326 -3.759 -3.460
C -2.398 -3.629 -2.681
H -5.248 -3.425 -1.340
H -3.824 -3.780 0.385
H -1.420 -3.977 0.985
H -2.626 -3.476 -3.722
Se -1.979 1.160 5.571
Sb -1.731 -0.899 4.273
Se -2.316 -0.125 1.645
Se 0.770 -1.223 4.324
Se -4.129 -1.462 1.803
S -2.273 -0.448 -2.284
C -2.504 1.168 -2.926
C -3.147 1.266 -4.158
C -3.404 2.492 -4.738
C -3.046 3.654 -4.072
C -2.413 3.575 -2.849
C -2.108 2.343 -2.279
S -1.247 2.391 -0.754
H -3.441 0.347 -4.644
H -3.889 2.545 -5.703
H -3.270 4.622 -4.499
H -2.141 4.468 -2.302
```

spin multiplicity = 1
electronic energy = -15121.2883 hartree
largest force on an atom = 1.82 eV/A
relative energy (zero: lowest compared OMol25 entry of this formula, charge and spin) = 41.9 kcal/mol
charge = -2
lowest unoccupied orbital energy = 4.1 eV
frontier orbital gap = 5.2 eV

Record 11
One molecule with the formula C6H9NOS at a distorted geometry. Source: OMol25; level of theory: ωB97M-V with the def2-TZVPD basis set.

Geometry as XYZ:
```
18
C6H9NOS ωB97M-V with the def2-TZVPD basis set
C -1.854 0.630 0.825
C -0.827 0.748 -0.407
C 0.292 -0.155 -0.095
C 0.746 -1.218 -0.734
N 1.571 -2.100 -0.093
C 2.696 -2.000 0.313
O 3.534 -0.870 0.473
C 3.651 0.211 -0.346
S 4.519 1.460 0.066
H -1.236 1.181 1.566
H -1.991 -0.400 1.154
H -2.789 1.169 0.413
H -0.557 1.860 -0.443
H -1.511 0.425 -1.269
H 0.887 0.011 0.861
H 0.405 -1.653 -1.738
H 3.003 -2.894 0.800
H 2.907 0.125 -1.121
```

spin multiplicity = 1
structure (SMILES) = CC/C=C/N=C\OC=S
electronic energy = -762.0885 hartree
largest force on an atom = 3.37 eV/A
relative energy (zero: lowest compared OMol25 entry of this formula, charge and spin) = 50.2 kcal/mol
lowest unoccupied orbital energy = 0.0 eV
frontier orbital gap = 8.9 eV

Record 12
One molecule with the formula C4H6ClNO at a distorted geometry. Source: OMol25; level of theory: ωB97M-V with the def2-TZVPD basis set.

Geometry as XYZ:
```
13
C4H6ClNO ωB97M-V with the def2-TZVPD basis set
C 1.970 -1.163 -0.040
C 1.152 0.136 0.006
O 1.601 1.201 -0.124
N -0.200 -0.059 0.204
C -1.056 1.010 0.077
C -2.402 0.979 -0.013
Cl -3.268 -0.533 -0.064
H 1.637 -1.852 -0.828
H 3.014 -0.902 -0.295
H 1.788 -1.720 0.908
H -0.709 -0.919 0.205
H -0.517 1.945 0.036
H -3.010 1.875 -0.072
```

spin multiplicity = 1
structure (SMILES) = CC(=O)N/C=C\Cl
electronic energy = -746.2008 hartree
largest force on an atom = 4.69 eV/A
relative energy (zero: lowest compared OMol25 entry of this formula, charge and spin) = 16.6 kcal/mol
lowest unoccupied orbital energy = 0.7 eV
frontier orbital gap = 9.5 eV

Q: Which value of spin multiplicity does entry 3 give?
A: 1

Q: Which of these has the lowest largest force on an atom?
A: C2H8N6

Q: Which value of electronic energy does entry 8 give?
A: -809.3725 hartree

Q: largest force on an atom of number 1 (C16H19NO3S2)?
A: 14.83 eV/A